# 1
{
  "formula": "C6H14O3",
  "method": "ωB97M-V/def2-TZVPD",
  "homo_lumo_gap_ev": 9.17,
  "de_lowest_kj_mol": 319.5,
  "lumo_energy_ev": 0.662,
  "largest_force_ha_per_bohr": 0.0084,
  "energy_ha": -462.6294,
  "spin_multiplicity": 1,
  "mol_weight_g_mol": 134.175,
  "symbols": ["C", "C", "H", "C", "H", "O", "O", "H", "H", "H", "C", "H", "H", "H", "H", "H", "O", "H", "C", "H", "H", "C", "H"],
  "coordinates": [[-1.84, 0.75, -0.06], [-0.30, -0.66, 0.10], [-1.52, -2.14, -0.90], [1.17, -0.23, 0.33], [0.89, 1.85, 0.92], [-2.90, -0.01, -0.36], [-1.31, 1.48, -1.02], [-1.31, 1.98, 1.28], [2.32, 1.10, 1.62], [1.68, -1.10, 0.76], [-0.49, -1.80, -0.89], [1.46, 0.99, -1.46], [1.94, -0.70, -1.67], [-0.70, -0.95, 1.07], [2.95, 0.40, -0.74], [0.14, -2.66, -0.63], [-1.96, 1.27, 1.19], [-0.23, -1.51, -1.91], [1.92, 0.13, -0.96], [-0.59, 0.53, -0.72], [0.72, 0.69, 2.26], [1.28, 0.91, 1.35], [-3.33, -0.31, 0.45]]
}



# 2
{
  "formula": "C6H14N2",
  "method": "ωB97M-V/def2-TZVPD",
  "homo_lumo_gap_ev": [8.23, 8.23],
  "de_lowest_kj_mol": 321.4,
  "lumo_energy_ev": [0.659, 0.658],
  "largest_force_ha_per_bohr": 0.0641,
  "energy_ha": -346.4047,
  "spin_multiplicity": 1,
  "mol_weight_g_mol": 114.192,
  "symbols": ["H", "H", "H", "C", "H", "C", "C", "H", "H", "H", "H", "H", "H", "H", "H", "H", "C", "N", "N", "C", "H", "C"],
  "coordinates": [[2.70, -0.40, 1.80], [1.78, 1.93, -0.80], [-2.62, -1.52, -0.36], [-1.53, -1.53, -0.30], [1.01, -0.83, 2.13], [-1.01, -0.12, -0.40], [-0.78, 0.65, 0.76], [-1.08, 0.22, 1.71], [-0.64, 1.40, -1.90], [1.62, -1.38, -0.29], [1.46, -0.18, -1.44], [1.62, 0.77, 2.61], [-2.33, 1.08, -1.56], [-1.02, 1.71, 0.72], [-1.15, -2.13, -1.13], [-1.41, -0.05, -2.55], [1.26, 0.59, 0.52], [1.87, 1.70, 0.19], [1.15, -0.50, -0.53], [-1.35, 0.60, -1.68], [-1.24, -2.00, 0.63], [1.68, -0.01, 1.86]]
}



# 3
{
  "formula": "C17H27FNO2P2W",
  "method": "ωB97M-V/def2-TZVPD",
  "homo_lumo_gap_ev": [6.01, 6.40],
  "de_lowest_kj_mol": 182.3,
  "lumo_energy_ev": [-12.020, -12.032],
  "largest_force_ha_per_bohr": 0.0857,
  "charge": 3,
  "energy_ha": -1717.6600,
  "spin_multiplicity": 3,
  "mol_weight_g_mol": 542.194,
  "symbols": ["C", "H", "H", "C", "C", "H", "C", "C", "C", "H", "H", "H", "C", "H", "H", "C", "H", "H", "C", "O", "H", "C", "H", "H", "C", "H", "C", "H", "C", "H", "F", "O", "W", "H", "C", "C", "H", "H", "H", "C", "H", "P", "H", "H", "P", "N", "H", "H", "C", "H", "H"],
  "coordinates": [[-1.93, 2.38, 3.84], [1.12, -0.46, 3.61], [3.77, -0.73, -1.67], [0.18, -3.61, -1.32], [3.08, 0.16, 1.38], [2.49, -2.13, -0.28], [-1.11, -1.26, -2.05], [-1.47, 3.00, -1.58], [-3.68, 0.87, 2.97], [-2.30, -2.42, -3.38], [-1.96, 3.19, -2.55], [0.21, -1.85, 2.94], [-2.87, 0.55, 1.89], [3.90, -0.56, 1.53], [3.78, -2.17, -2.30], [0.46, -2.43, -0.67], [-1.61, 3.07, 4.61], [1.98, -2.00, 3.20], [-1.50, -2.45, -2.64], [2.48, 1.28, -1.60], [0.76, -4.49, -1.04], [1.58, -2.20, 0.30], [0.32, 1.13, -3.87], [-4.67, 0.42, 3.08], [-0.85, -3.63, -2.27], [-1.71, 0.35, -3.37], [-1.64, 0.14, -2.29], [-0.77, 3.81, -1.36], [-1.11, 2.05, 2.75], [3.24, 0.73, 0.46], [-3.97, 2.05, 5.00], [4.17, -1.61, -1.60], [-0.40, 0.25, 0.29], [-0.11, 2.47, 2.61], [-3.18, 1.77, 3.91], [0.60, 1.71, -2.98], [-2.23, 2.95, -0.79], [3.33, 1.63, -1.93], [-2.65, 0.30, -1.87], [-1.59, 1.14, 1.80], [-3.17, -0.16, 1.10], [-0.51, 1.49, -1.65], [0.81, 2.76, -3.19], [1.88, 1.28, -2.47], [1.47, -0.64, 1.29], [-0.26, -1.34, -1.00], [0.85, 1.30, -0.25], [1.74, -3.08, 0.95], [1.17, -1.31, 2.93], [3.05, 0.85, 2.24], [-1.14, -4.58, -2.73]]
}



# 4
{
  "formula": "C17H50BF4N12O9",
  "method": "ωB97M-V/def2-TZVPD",
  "homo_lumo_gap_ev": 8.23,
  "de_lowest_kj_mol": 245.6,
  "lumo_energy_ev": 2.210,
  "largest_force_ha_per_bohr": 0.1542,
  "charge": -1,
  "energy_ha": -2436.5917,
  "spin_multiplicity": 1,
  "mol_weight_g_mol": 653.466,
  "symbols": ["F", "H", "N", "C", "H", "H", "H", "H", "C", "H", "H", "O", "N", "C", "H", "H", "H", "N", "H", "H", "C", "H", "O", "H", "C", "H", "O", "C", "C", "H", "H", "N", "H", "H", "H", "H", "N", "H", "H", "N", "C", "C", "C", "H", "H", "C", "N", "C", "H", "H", "H", "H", "H", "O", "F", "H", "O", "H", "O", "C", "B", "H", "C", "N", "H", "H", "H", "H", "H", "H", "C", "H", "F", "N", "H", "N", "C", "F", "O", "N", "H", "H", "C", "O", "H", "H", "H", "H", "N", "O", "H", "H", "H"],
  "coordinates": [[-1.30, 1.19, -1.92], [-2.18, -2.27, -1.32], [-2.33, -4.97, -2.76], [1.49, -2.89, -0.59], [-0.32, -0.42, -3.29], [0.93, -0.04, 0.75], [2.87, 5.40, -3.97], [3.59, -3.99, 0.69], [2.66, -4.54, 0.76], [-1.65, -0.27, 1.27], [-2.34, -0.21, 2.90], [-1.03, -4.61, -0.94], [1.61, 0.06, 1.49], [1.64, 4.18, -3.13], [5.25, -1.70, -1.82], [-2.06, -5.92, -2.56], [1.92, 3.16, 1.58], [1.75, -4.34, -0.38], [-2.76, 0.41, -0.19], [2.51, -7.85, 2.82], [2.15, 1.23, 1.84], [-3.64, 5.39, 2.67], [1.10, 5.01, -2.40], [4.05, -0.94, -2.96], [0.92, 3.54, 6.31], [2.38, -1.02, -1.28], [-0.32, 3.57, 5.59], [2.68, -2.04, -1.03], [-3.63, 0.06, 1.47], [1.76, 3.81, 5.68], [-2.82, -4.60, -3.57], [-2.09, 4.23, 3.31], [-3.92, 3.65, 2.74], [0.69, -0.96, -4.56], [-2.72, -2.87, -2.83], [-3.13, -0.12, -5.00], [1.58, 2.24, 1.35], [1.09, -2.48, 0.34], [1.03, 2.50, 6.64], [1.10, 3.01, -3.37], [-1.73, -4.19, -1.90], [-1.30, -0.80, -4.96], [-0.25, 2.95, 4.34], [2.21, -4.52, -1.26], [0.36, 2.72, -2.75], [1.92, -7.96, 1.91], [-2.16, -3.01, -2.00], [-1.71, 2.91, 3.67], [-4.40, 0.95, -0.13], [-1.82, 5.11, -1.33], [-1.82, 4.07, 0.74], [0.80, 2.04, 0.74], [1.91, -0.71, 2.07], [-1.29, -1.44, -6.04], [-0.60, -0.46, -0.50], [2.25, -4.15, 1.69], [-4.55, 0.12, 2.20], [3.64, -6.07, 1.82], [3.40, -2.69, -2.10], [4.43, -1.86, -2.52], [-0.46, 0.82, -0.89], [4.86, -2.56, -3.24], [2.90, -5.99, 1.03], [-2.43, -0.13, 1.90], [0.98, -8.44, 2.17], [2.82, 3.63, -4.52], [-2.03, 4.92, 4.04], [0.84, 4.25, 7.13], [0.13, 1.94, 4.46], [0.43, 3.49, 3.68], [-2.89, 4.10, 0.95], [-2.35, 2.39, 4.39], [-0.82, 1.56, 0.24], [-0.21, -0.58, -4.28], [-3.09, 6.28, -1.39], [-3.68, 0.33, 0.20], [-2.89, 5.24, -1.16], [0.85, 1.01, -1.10], [-3.41, 5.20, 0.16], [-2.34, -0.25, -4.39], [-3.45, 4.61, -1.85], [0.69, -2.74, -1.32], [-3.21, 4.42, 2.43], [1.65, -6.65, 1.31], [-3.41, 3.23, 0.54], [-2.20, 0.11, -3.45], [3.39, -6.61, 0.29], [1.61, 2.29, -3.87], [2.59, 4.43, -3.95], [3.05, 1.31, 2.64], [3.42, -1.88, -0.24], [-1.58, 2.23, 2.83], [2.48, -8.60, 1.23]]
}



# 5
{
  "formula": "C10H22BrCl8NO",
  "method": "ωB97M-V/def2-TZVPD",
  "homo_lumo_gap_ev": 9.51,
  "lumo_energy_ev": 0.408,
  "largest_force_ha_per_bohr": 0.0634,
  "energy_ha": -6779.6142,
  "spin_multiplicity": 1,
  "mol_weight_g_mol": 535.820,
  "symbols": ["H", "H", "C", "H", "H", "Cl", "C", "H", "Br", "C", "H", "H", "C", "H", "C", "H", "Cl", "H", "N", "H", "H", "H", "H", "H", "Cl", "Cl", "Cl", "O", "H", "Cl", "Cl", "H", "C", "H", "C", "C", "C", "Cl", "H", "H", "H", "C", "H"],
  "coordinates": [[-1.68, -0.54, 3.03], [3.84, 0.75, 0.30], [4.64, -3.05, -0.80], [1.14, 0.63, 0.99], [-6.09, 0.37, -2.97], [-0.18, 0.41, -3.96], [0.94, 0.45, -1.28], [0.41, -0.28, -2.05], [0.06, -2.93, -0.65], [-6.41, 1.03, -3.77], [-2.32, 0.34, -4.94], [2.05, 0.71, -1.65], [0.03, -1.92, 2.10], [0.29, 2.22, -0.25], [-1.85, 0.95, -4.17], [-7.49, 1.13, -3.76], [-5.68, 2.62, -3.52], [4.46, -0.78, 1.24], [0.21, 1.78, -1.20], [0.51, 3.43, 4.93], [3.07, 0.23, 2.03], [-0.37, -3.03, 2.22], [0.11, -0.10, 3.61], [1.20, -1.99, 2.35], [-0.60, 1.50, 5.72], [-2.76, 0.79, -2.67], [5.74, -1.73, -1.25], [2.46, -1.01, 0.27], [-1.12, -0.81, 0.33], [-1.11, 2.99, 3.27], [-5.91, 0.34, -5.32], [-1.14, 3.79, 5.50], [-0.52, 3.08, 4.94], [4.08, -2.76, 0.09], [1.16, -0.26, 0.21], [-0.09, -1.32, 0.58], [3.48, -0.16, 0.98], [5.54, -4.53, -0.46], [3.95, -3.23, -1.63], [-0.79, 1.55, -1.42], [-1.84, 2.00, -4.47], [-0.63, -0.98, 3.28], [-0.78, -1.68, 4.23]]
}